(1)
Molecular formula: C7H10
Method: DFT, ωB97M-V with the def2-TZVPD basis set

```
17
Properties=species:S:1:pos:R:3:forces:R:3
C -0.41526 -1.21116 -0.48574 0.44 -1.12 -0.23
C 1.17154 0.24171 0.60032 4.25 1.25 2.13
C -0.50382 1.27122 -0.44446 -0.24 0.52 -4.42
H 1.74440 1.31009 0.49069 -0.91 -2.63 -0.73
C -0.98302 -0.67987 0.81121 -0.62 -0.94 0.83
H -0.53134 -1.12336 1.76152 -1.15 -0.48 -1.32
C 1.01447 -0.75375 -0.52977 -3.33 3.80 0.29
H 1.69387 -1.38091 -0.92551 2.50 -1.56 -1.28
H 0.06931 -0.02134 -2.47387 -0.65 -0.10 0.05
H -0.63014 -2.24236 -0.83257 -0.01 0.95 0.12
C -0.10387 -0.04318 -1.40715 0.71 0.95 2.36
H 0.06297 2.23844 -0.68793 -0.59 -1.56 0.36
C -0.25171 0.64907 0.82584 0.29 -1.56 0.06
H 1.82506 -0.19108 1.42460 -1.37 0.19 -0.33
H -1.56207 1.47001 -0.53027 -0.42 0.23 -0.47
H -0.48467 1.21350 1.65241 -0.19 1.44 2.00
H -2.11570 -0.74705 0.75069 1.30 0.61 0.61
```
Forces are in eV/Å.

## Properties
gap between HOMO and LUMO	0.3792	hartree
SMILES	C1C2C[C@H]3[C@@H]1[C@H]3C2
multiplicity	1


(2)
Molecular formula: C4H12
Method: DFT, ωB97M-V with the def2-TZVPD basis set

```
16
Properties=species:S:1:pos:R:3:forces:R:3
H -1.16778 0.48112 -0.71285 0.09 0.04 0.66
C -1.93171 -0.30042 -0.70491 1.06 0.81 -1.28
C 1.84770 1.01987 1.00517 0.22 0.26 0.08
H -1.80198 -0.62229 -1.74786 -0.54 -0.34 0.15
H 2.51753 1.01249 -1.09201 0.47 -0.15 0.26
H 1.67909 2.07595 1.14798 -0.20 0.43 0.10
H 2.84669 0.85233 1.40673 0.06 -0.31 -0.14
H -0.63220 -1.81696 0.06995 0.34 0.14 0.52
H -2.30428 -2.26246 0.06414 0.08 0.03 -0.08
C -1.62270 -1.42531 0.26213 -1.50 -0.27 -0.43
H 1.14198 0.48431 1.63413 -0.12 -0.08 0.00
H -2.86185 0.25778 -0.62854 -0.32 -0.50 0.29
H 1.59449 -0.40908 -0.59424 0.06 -0.21 -0.15
C 1.70457 0.66052 -0.46019 0.17 0.05 -0.36
H 0.86208 1.14252 -0.93460 -0.58 0.02 0.19
H -1.87163 -1.15038 1.28496 0.72 0.07 0.19
```
Forces are in eV/Å.

## Properties
gap between HOMO and LUMO	0.4588	hartree
SMILES	CC.CC
multiplicity	1


(3)
Molecular formula: C7H16O
Method: DFT, ωB97M-V with the def2-TZVPD basis set

```
24
Properties=species:S:1:pos:R:3:forces:R:3
H -1.10644 1.39795 -1.32778 -0.14 0.31 0.02
O 0.70358 -0.29762 -0.55743 0.68 -0.37 -0.90
C 0.33856 1.39010 1.41767 2.99 -1.97 -0.15
C -0.92767 -1.26859 -1.94908 0.01 -0.35 0.08
C -1.04524 -1.57646 0.55801 -0.07 0.24 0.15
C 2.64394 0.74583 0.26027 -0.25 -0.05 0.19
H -0.23514 -0.84402 -2.67495 -0.10 0.04 -0.06
H 1.00698 1.54286 2.26160 0.25 0.49 0.15
H -2.54718 0.50904 -0.77985 -0.18 0.03 -0.51
H 2.52714 1.51613 -0.49797 -0.01 0.08 -0.07
H 3.31157 -0.02255 -0.12826 -0.05 -0.05 -0.02
H -0.78633 -2.37127 -1.94268 -0.01 0.65 0.08
H -0.59269 1.12006 1.90599 -0.06 -0.25 -0.60
H -2.05517 -1.94817 0.38353 -0.01 -0.01 0.07
H 0.31697 2.28440 0.80995 -0.28 0.10 -0.05
C -1.54597 0.83770 -0.50741 -0.10 -2.76 -1.16
H -1.95657 -1.05675 -2.25887 0.20 -0.11 0.02
H -1.02408 -1.05727 1.52210 -0.06 -0.12 -0.17
H 3.10008 1.19011 1.14278 0.06 0.00 0.04
H 1.35458 -0.63373 1.35568 0.15 0.01 -0.03
C 1.28893 0.16761 0.60994 -2.34 1.87 1.70
H -1.75376 1.45751 0.35875 0.79 -0.39 0.16
H -0.36820 -2.42787 0.62174 0.05 -0.11 -0.11
C -0.64788 -0.65501 -0.58373 -1.52 2.70 1.17
```
Forces are in eV/Å.

## Properties
gap between HOMO and LUMO	0.3724	hartree
SMILES	CC(C)OC(C)(C)C
multiplicity	1


(4)
Molecular formula: C22H60N2O12
Method: DFT, ωB97M-V with the def2-TZVPD basis set

```
96
Properties=species:S:1:pos:R:3:forces:R:3
H -1.87833 -5.50391 -3.61858 -0.81 -0.45 0.44
H -0.89233 5.27909 -2.08158 -0.30 0.16 0.58
H 1.63867 1.88209 0.11842 0.65 -0.45 -0.22
H -1.44833 -0.49091 1.43142 0.80 -0.42 -1.38
O 1.50267 -2.03691 -3.30658 1.45 -1.40 -0.82
H 1.56367 0.37409 -4.27058 -0.85 0.12 0.22
C -3.74533 -2.71891 0.25542 -0.12 0.65 0.68
C 0.77567 0.28509 -3.48058 0.36 0.75 -1.60
H 0.64467 -8.34691 -5.08958 0.27 0.61 -0.09
C 1.48467 2.72709 2.03442 -0.42 -0.77 1.40
H -3.06533 -0.31691 1.93542 -0.22 -0.13 -0.10
H -2.09733 6.23509 -2.77158 -0.38 0.32 -0.66
H 1.99267 -7.24291 -4.65358 0.90 -0.20 1.04
C -0.97733 -4.94491 -3.61058 2.94 2.52 -0.71
H 1.33067 3.71809 2.51242 0.16 -0.61 -0.12
C 1.30967 2.80609 0.56542 7.98 -0.45 2.01
C 2.77067 1.93009 3.85842 1.20 -2.65 -1.57
C 4.19667 1.50009 4.22642 -0.25 2.26 2.16
H -0.72533 -2.28891 -0.67058 0.08 -0.48 0.04
H 1.17167 -5.27891 -3.54958 0.36 0.07 0.35
C -2.42633 2.08509 -2.06858 -0.67 0.26 -1.85
H -3.12133 0.42609 -0.89958 0.68 0.36 0.18
H -3.85533 -3.42791 1.05842 0.36 -0.79 0.40
N 2.77667 2.15509 2.42342 -0.75 -1.33 -0.98
H 0.20567 1.48809 -2.00558 -0.61 -0.48 0.61
O 0.28367 -6.25691 -5.10358 0.25 -1.03 -0.47
H 2.08167 1.11509 4.14142 -0.09 0.12 0.01
C -1.88533 -3.51391 -1.86558 -0.54 -0.03 -0.75
H -1.01033 -4.14291 -4.37358 -0.29 -1.12 -0.83
H 0.88167 -1.06591 0.09742 -0.32 -0.23 -0.16
H -4.40733 -1.90491 0.58342 0.36 0.10 -0.55
H 0.56867 -0.01791 1.44842 -0.07 1.12 -0.04
H 2.40567 -2.27591 -3.00358 -1.04 0.13 -0.56
H -0.01333 -3.37191 -2.71458 -0.74 -1.11 0.30
H -2.71633 -4.28791 -1.87658 0.86 1.06 -0.09
C 0.27567 -5.83891 -3.77558 -2.43 1.14 -0.54
N -0.68233 -4.13091 -2.43658 -0.52 0.51 1.60
H 4.73067 -0.78691 5.28842 0.14 -0.20 0.42
H -3.35033 0.02509 4.36442 0.28 0.12 -0.10
C 1.23167 -0.77491 1.08042 -1.20 0.17 -0.36
H 2.00067 3.60609 0.31442 1.09 0.26 -0.68
O -2.51533 0.51009 4.29142 -0.35 -0.15 0.64
H -2.13433 -2.58391 -2.42658 -0.70 -0.64 -0.30
H -1.61833 -1.25491 3.56442 0.27 0.04 0.28
H 3.03767 -1.08691 1.30342 1.08 -0.51 0.22
H 0.14567 8.17209 -0.27658 0.39 -0.05 0.77
O -0.22433 7.28609 -0.30258 0.59 0.29 0.40
C -2.23433 0.75309 -1.49258 -1.09 -1.69 0.64
H -1.62133 8.07009 -1.50458 -0.41 1.32 -0.22
H -0.22633 0.23509 -3.90958 -0.01 -0.46 -0.44
H -0.67933 0.30409 3.58442 0.58 -0.30 0.15
C -0.86133 7.32409 -1.54958 0.12 1.01 0.23
O -1.01533 0.66309 -0.77458 0.00 -0.96 -1.11
H 1.56467 -7.31091 -6.26358 -0.22 -0.28 -0.75
C -0.58533 4.05709 0.73542 1.80 -0.51 2.78
C -2.05633 0.08209 2.06542 -1.86 0.32 -1.31
H -2.37933 1.94209 2.46742 -0.15 0.18 0.39
H 4.81667 2.42409 4.14642 -0.19 -0.73 -0.06
H 0.70167 2.03709 2.36142 -0.57 0.09 0.66
H 2.45567 2.79309 4.35542 -0.05 1.45 1.02
H -4.10733 -3.17691 -0.65058 -0.15 0.07 -0.39
H 1.76867 -2.65491 1.77142 0.77 -0.70 0.07
C -1.62833 -0.17391 3.39942 -0.19 0.36 2.35
H -3.41033 2.15309 -2.59358 0.61 0.17 0.62
H 1.99867 -0.53591 -2.03258 -0.45 0.12 0.00
C -1.57833 6.11709 -1.83858 -0.63 -3.57 -1.20
H 1.03767 -2.12091 4.00842 -0.01 -0.22 -0.08
H 0.02367 4.94209 0.99342 -0.13 -0.23 -0.29
H 0.30767 -1.11991 -2.01358 -0.06 0.28 0.39
H -1.40433 4.36709 0.20642 -1.64 0.49 -2.02
C 1.14467 -7.36991 -5.27658 -0.70 0.06 -0.39
H -2.37033 5.76009 -1.15558 0.65 0.49 0.16
H 0.04867 -6.61691 -3.06758 0.68 -0.85 0.37
C -1.59633 -2.95591 -0.49458 6.24 -3.22 -2.97
H 2.79167 1.16509 2.00042 0.21 2.21 0.52
H 3.97367 -0.43791 6.93042 0.77 0.37 0.02
O 4.19967 1.16809 5.61942 0.52 0.24 0.63
H 0.09867 -2.29191 1.95142 -0.18 -0.06 -0.21
H 4.71867 0.71409 3.72042 -0.31 -0.58 -1.04
O 1.26667 -1.42091 3.39542 0.53 0.45 -0.66
C 1.14767 -0.85791 -2.65758 0.21 -0.94 2.34
H -2.27933 2.80209 -1.31258 -0.21 1.23 0.82
H -0.13633 7.54209 -2.33658 -0.07 0.08 -0.16
H -1.25033 -3.71691 0.16342 0.80 -1.63 0.42
O -2.41033 -2.23991 0.13642 -6.90 4.88 3.15
O 0.19167 3.06309 0.08542 -9.48 1.97 -2.84
H -1.04033 3.68509 1.69242 0.72 0.06 -0.56
O 0.85667 1.41309 -2.69658 1.23 1.95 -0.19
O -2.05833 1.44909 1.71342 0.43 -0.21 -0.46
H -1.66433 2.23909 -2.82858 0.13 0.26 -0.13
C 1.09867 -1.86091 2.03742 -1.50 -1.53 1.46
O 2.53367 -0.35091 0.99342 1.16 1.03 -0.40
C 4.00967 -0.19591 5.86642 -0.29 -0.10 -0.31
H 3.02967 -0.49691 5.55442 -0.84 -0.32 -0.66
H -2.25233 0.02709 -2.30358 0.54 -0.36 -0.10
H -1.15633 0.90109 0.13342 -0.19 0.81 0.50
```
Forces are in eV/Å.

## Properties
gap between HOMO and LUMO	0.3124	hartree
SMILES	COCCNCCOC.COCCNCCOC.OCCO.OCCO.OCCO.CCO.CCO
multiplicity	1